{
  "formula": "C22H66O22",
  "method": "ωB97M-V/def2-TZVPD",
  "energy_ha": -2532.3318,
  "de_lowest_ev": 16.753,
  "elements": ["O", "C", "C", "O", "H", "H", "H", "H", "H", "H", "O", "C", "C", "O", "H", "H", "H", "H", "H", "H", "O", "C", "C", "O", "H", "H", "H", "H", "H", "H", "O", "C", "C", "O", "H", "H", "H", "H", "H", "H", "O", "C", "C", "O", "H", "H", "H", "H", "H", "H", "O", "C", "C", "O", "H", "H", "H", "H", "H", "H", "O", "C", "C", "O", "H", "H", "H", "H", "H", "H", "O", "C", "C", "O", "H", "H", "H", "H", "H", "H", "O", "C", "C", "O", "H", "H", "H", "H", "H", "H", "O", "C", "C", "O", "H", "H", "H", "H", "H", "H", "O", "C", "C", "O", "H", "H", "H", "H", "H", "H"],
  "xyz": [[3.7141, 1.1347, -2.4534], [4.8427, 1.8115, -1.7415], [4.3071, 2.5209, -0.4891], [5.4104, 3.3526, 0.0319], [3.0870, 1.8858, -2.5487], [5.4402, 0.9759, -1.4747], [5.3332, 2.1969, -2.6428], [4.0713, 1.6340, 0.1240], [3.4116, 2.9534, -0.9510], [5.8034, 2.7438, 0.7423], [1.7803, 3.1337, -2.9255], [0.9945, 3.1672, -4.1224], [1.7307, 4.0458, -5.0554], [1.2501, 3.8582, -6.3772], [1.0900, 2.8005, -2.2814], [0.8039, 2.2708, -4.7265], [0.0008, 3.6913, -3.8783], [2.9415, 3.8245, -4.7524], [1.5293, 5.0434, -4.6755], [1.6172, 3.1058, -6.7428], [0.0931, -4.0947, -3.9970], [-0.4557, -3.7515, -2.7238], [0.5306, -3.3921, -1.6964], [-0.0372, -3.1424, -0.5122], [-0.4252, -4.7240, -4.4269], [-1.2701, -3.1767, -2.5373], [-1.0526, -4.6152, -2.3941], [1.1063, -2.4326, -2.0783], [1.4974, -4.3107, -1.6732], [0.3776, -2.7224, 0.2350], [-2.4128, 0.0840, -5.5810], [-2.5656, -0.4665, -4.1524], [-3.6105, -1.6238, -4.1213], [-3.7155, -2.0887, -2.8129], [-3.0180, 0.6522, -5.9849], [-1.6094, -0.9063, -3.6251], [-2.8050, 0.4852, -3.6449], [-3.0188, -2.3398, -4.5402], [-4.6488, -1.2086, -4.4355], [-4.0188, -2.9251, -2.7072], [5.6673, 1.4867, 4.4926], [4.9855, 0.3278, 4.0949], [4.1772, 0.7207, 2.8155], [3.6791, -0.4968, 2.2627], [6.4808, 1.3467, 4.9162], [5.7198, -0.3538, 3.7521], [4.4523, -0.0163, 5.0355], [4.9869, 1.2273, 2.0568], [3.4190, 1.2191, 2.8911], [4.4051, -0.9984, 2.0947], [-2.1214, -4.3035, 1.2163], [-3.2542, -3.5285, 1.1012], [-2.7049, -2.1843, 1.4949], [-3.8328, -1.2275, 1.4714], [-1.4393, -3.9520, 0.5405], [-3.6095, -3.5773, 0.2324], [-4.1013, -3.7629, 1.8949], [-1.8968, -1.8734, 0.8335], [-2.4291, -2.0934, 2.4068], [-3.5474, -0.6717, 2.1131], [1.0010, 3.2047, 4.3187], [0.5714, 2.1624, 5.1779], [0.0332, 0.9835, 4.3010], [-0.5352, -0.0150, 5.0832], [0.2477, 3.6348, 4.1644], [1.4759, 2.0120, 5.7630], [-0.2695, 2.2829, 5.8432], [0.8258, 0.6703, 3.6640], [-0.8098, 1.4228, 3.5985], [-0.0051, -0.5362, 5.6460], [-2.1768, 1.6563, 1.1224], [-2.1536, 3.1018, 1.2184], [-2.1335, 3.7348, -0.1537], [-2.4334, 5.0833, -0.1490], [-2.9171, 1.5861, 0.7847], [-3.0647, 3.2847, 1.6399], [-1.3110, 3.2794, 1.8567], [-2.8336, 3.0743, -0.4714], [-1.0539, 3.6856, -0.5643], [-2.5121, 5.3822, -1.0810], [-0.5089, 1.3112, -1.3488], [0.1731, 0.0579, -1.1542], [0.8124, 0.1097, 0.3118], [1.6247, -1.0079, 0.5507], [-1.2589, 1.4832, -0.7327], [-0.5503, -0.6607, -1.0683], [0.9154, -0.0568, -1.6668], [0.0314, 0.2987, 0.9325], [1.6659, 0.9079, 0.2151], [2.3191, -0.7420, 1.1082], [-3.5590, 0.8101, -1.0864], [-4.8837, 1.0899, -0.7210], [-5.8818, 0.6263, -1.7957], [-7.1726, 0.8054, -1.2762], [-3.7607, -0.0530, -1.4385], [-5.0475, 0.5999, 0.0214], [-5.0634, 2.1434, -0.3467], [-5.7694, -0.4150, -2.1262], [-5.8128, 1.4371, -2.6152], [-7.2641, -0.1370, -1.0323], [1.2465, -3.3908, 2.4893], [2.3859, -3.9411, 3.0420], [2.1148, -4.9132, 4.0911], [3.2097, -5.6496, 4.5759], [0.9743, -2.5248, 2.8617], [2.8098, -4.6800, 2.4691], [3.1459, -3.4339, 3.4232], [1.2682, -5.6317, 3.7629], [1.7683, -4.2717, 4.8307], [2.9851, -6.6015, 4.5937]]
}

{
  "formula": "C32H24BrCrN4OS6",
  "method": "ωB97M-V/def2-TZVPD",
  "multiplicity": 2,
  "energy_ha": -7535.8217,
  "s_squared": 0.7629,
  "de_lowest_ev": 0.000,
  "elements": ["Cr", "Br", "C", "C", "C", "C", "O", "C", "C", "N", "C", "C", "C", "C", "C", "C", "C", "C", "N", "C", "C", "H", "H", "H", "H", "H", "H", "H", "H", "H", "H", "C", "C", "C", "C", "C", "C", "C", "C", "C", "S", "C", "N", "H", "H", "H", "H", "H", "H", "H", "H", "C", "S", "C", "C", "S", "S", "C", "S", "S", "H", "H", "H", "C", "C", "N", "H", "H", "H"],
  "xyz": [[1.1347, -1.1585, 0.1738], [3.3479, 0.3676, 6.9221], [3.1259, -0.1122, 5.1041], [3.7937, -1.2275, 4.5998], [3.6397, -1.5888, 3.2793], [2.7970, -0.8609, 2.4288], [2.6859, -1.2329, 1.1618], [2.1380, 0.2738, 2.9459], [1.3283, 1.1240, 2.1073], [0.9609, 0.7831, 0.9271], [0.2435, 1.6861, 0.1159], [0.3049, 3.0538, 0.1655], [-0.5358, 3.8159, -0.6683], [-1.4358, 3.2068, -1.4984], [-1.5085, 1.7964, -1.5679], [-2.4676, 1.0802, -2.3249], [-2.4795, -0.2790, -2.2685], [-1.4992, -0.9520, -1.5114], [-0.5678, -0.3260, -0.8259], [-0.6171, 1.0433, -0.7935], [2.3188, 0.6399, 4.2876], [4.4340, -1.8080, 5.2502], [4.1531, -2.4502, 2.8740], [1.0176, 2.0903, 2.5061], [0.9841, 3.5507, 0.8457], [-0.4892, 4.8949, -0.6135], [-2.1164, 3.7945, -2.1018], [-3.2023, 1.6213, -2.9086], [-3.2328, -0.8617, -2.7766], [-1.4727, -2.0319, -1.4828], [1.8067, 1.5141, 4.6705], [3.4762, 1.1978, -0.7725], [2.9730, 0.3324, -1.8890], [3.3724, 0.6694, -3.2057], [2.9607, -0.0805, -4.2589], [2.1840, -1.2357, -4.0253], [1.7758, -2.0932, -5.0721], [1.0692, -3.2244, -4.7860], [0.7579, -3.5454, -3.4518], [1.1314, -2.7312, -2.4101], [0.7690, -3.1568, -0.7465], [1.8396, -1.5312, -2.6924], [2.1918, -0.7050, -1.6454], [4.4410, 1.6199, -1.0506], [3.5814, 0.6312, 0.1463], [2.7915, 2.0299, -0.6002], [3.9998, 1.5385, -3.3470], [3.2401, 0.1775, -5.2734], [2.0398, -1.8378, -6.0906], [0.7535, -3.8883, -5.5800], [0.2190, -4.4579, -3.2300], [-6.8533, 0.6531, 0.3217], [-5.4950, 1.3128, -0.6743], [-4.2163, 1.3553, 0.5194], [-3.5936, 0.2654, 1.0565], [-3.8399, -1.3959, 0.7486], [-2.3688, 0.7154, 2.2409], [-2.4948, 2.4311, 2.1751], [-1.5234, 3.4545, 3.0505], [-3.7246, 2.9285, 1.0982], [-7.7051, 0.5336, -0.3465], [-7.1126, 1.3445, 1.1207], [-6.5634, -0.3151, 0.7253], [-1.7806, -2.5577, 3.4897], [-0.7812, -2.1238, 2.5329], [-0.0072, -1.7869, 1.7623], [-2.7530, -2.4498, 2.9988], [-1.7392, -1.9248, 4.3749], [-1.6047, -3.5963, 3.7632]]
}

{
  "formula": "C3H4NO",
  "method": "ωB97M-V/def2-TZVPD",
  "energy_ha": -246.2060,
  "total_charge": 1,
  "de_lowest_ev": 5.065,
  "elements": ["C", "C", "C", "N", "O", "H", "H", "H", "H"],
  "xyz": [[0.3963, 0.8929, -0.3603], [-1.2428, -0.1361, 0.7292], [0.9462, -0.3644, -0.4556], [0.4058, -1.4603, -0.0455], [-0.7862, -1.2932, 0.6576], [0.3313, 1.4770, -1.2822], [-2.2252, -0.0594, 1.2916], [1.7561, -0.4262, -1.1669], [0.4186, 1.3697, 0.6322]]
}

{
  "formula": "C23H17F5IrN5O3Te",
  "method": "ωB97M-V/def2-TZVPD",
  "energy_ha": -2257.9542,
  "de_lowest_ev": 0.000,
  "elements": ["Ir", "C", "C", "C", "C", "C", "C", "N", "C", "C", "C", "C", "C", "C", "N", "N", "C", "C", "C", "C", "C", "N", "H", "H", "H", "H", "H", "H", "H", "H", "H", "H", "H", "H", "H", "O", "C", "O", "C", "C", "C", "C", "C", "N", "H", "H", "H", "H", "F", "Te", "F", "F", "F", "F", "O"],
  "xyz": [[0.6746, -0.1451, -0.2768], [2.4523, -5.2627, 1.0397], [1.2901, -5.1132, 0.2972], [0.5884, -3.9175, 0.3375], [1.0498, -2.8653, 1.1194], [2.2191, -3.0110, 1.8583], [2.9129, -4.2101, 1.8196], [0.3614, -1.6257, 1.0937], [-0.2257, -1.1134, 2.1814], [-0.4662, -1.8188, 3.3954], [-1.1396, -1.2134, 4.4156], [-1.6200, 0.1205, 4.3333], [-1.4050, 0.8365, 3.1948], [-0.7111, 0.2350, 2.1260], [-0.4067, 0.8786, 0.9536], [-0.7594, 2.0768, 0.6874], [-0.2805, 2.4843, -0.5623], [-0.6039, 3.7474, -1.0350], [-0.1340, 4.1334, -2.2763], [0.6491, 3.2593, -3.0187], [0.9447, 2.0189, -2.4886], [0.4859, 1.6394, -1.2963], [3.0034, -6.1931, 1.0040], [0.9297, -5.9277, -0.3179], [-0.3250, -3.7938, -0.2335], [2.5869, -2.1707, 2.4335], [3.8272, -4.3166, 2.3888], [-0.1124, -2.8358, 3.4912], [-1.3127, -1.7728, 5.3267], [-2.1367, 0.5602, 5.1742], [-1.7333, 1.8610, 3.0859], [-1.2097, 4.3927, -0.4165], [-0.3709, 5.1156, -2.6627], [1.0434, 3.5351, -3.9854], [1.5806, 1.3046, -2.9951], [1.6575, -2.2705, -3.5947], [1.1954, -1.7654, -2.5942], [1.8357, -1.1592, -1.6522], [-0.3136, -1.7686, -2.4029], [-1.1625, -2.5235, -3.1885], [-2.5132, -2.5397, -2.8906], [-2.9764, -1.7953, -1.8138], [-2.0782, -1.0516, -1.0766], [-0.7734, -1.0381, -1.3774], [-0.7263, -3.0857, -4.0021], [-3.1999, -3.1307, -3.4817], [-4.0217, -1.7877, -1.5404], [-2.3816, -0.4544, -0.2275], [4.8477, 2.8446, 0.8636], [3.6206, 1.4617, 0.8267], [4.0683, 1.1609, 2.5991], [5.0109, 0.3480, 0.3318], [3.3552, 1.9123, -0.9675], [2.3712, 2.7744, 1.3058], [2.3571, 0.1668, 0.8511]]
}

{
  "formula": "C7H10",
  "method": "ωB97M-V/def2-TZVPD",
  "energy_ha": -272.5368,
  "de_lowest_ev": 4.932,
  "elements": ["C", "C", "C", "C", "C", "C", "C", "H", "H", "H", "H", "H", "H", "H", "H", "H", "H"],
  "xyz": [[-0.4240, -2.3042, 0.2713], [0.0033, -1.0581, 1.0246], [-0.1993, 0.1826, 0.2490], [-0.2331, 1.5801, 0.8035], [0.3717, 1.9776, -0.5804], [0.1011, 0.5437, -1.0582], [0.1639, -0.1687, -2.2809], [-1.5037, -2.2807, 0.1039], [-0.1731, -3.1942, 0.8493], [0.0576, -2.3504, -0.7114], [-0.5112, -0.9370, 1.9831], [1.0807, -1.0931, 1.2653], [-1.2266, 2.0202, 0.9751], [0.3910, 1.7723, 1.6867], [1.4426, 2.1725, -0.4519], [-0.1526, 2.7609, -1.1148], [0.8117, 0.3764, -3.0143]]
}

{
  "formula": "C4H6O2",
  "method": "ωB97M-V/def2-TZVPD",
  "energy_ha": -306.2998,
  "de_lowest_ev": 5.619,
  "elements": ["O", "C", "C", "C", "C", "O", "H", "H", "H", "H", "H", "H"],
  "xyz": [[-1.5088, -0.2966, 0.6386], [-0.5053, 0.3733, -0.0370], [0.0227, 0.0253, -1.4839], [0.8648, -0.1483, -0.3065], [-0.4964, 1.7521, 0.0439], [-0.3447, 2.8960, 0.0718], [-1.0388, -0.9829, 1.1398], [0.1305, 0.8307, -2.2212], [-0.5580, -0.8232, -1.8501], [1.7212, 0.5048, -0.1430], [0.9240, -1.8768, 1.7582], [0.7887, -2.2545, 2.3895]]
}

{
  "formula": "C6H6Cl2LaN2O3Ru",
  "method": "ωB97M-V/def2-TZVPD",
  "multiplicity": 6,
  "energy_ha": -1612.3418,
  "total_charge": 4,
  "s_squared": 8.7954,
  "de_lowest_ev": 1.282,
  "elements": ["La", "Ru", "Cl", "Cl", "C", "C", "C", "O", "O", "O", "C", "N", "C", "C", "N", "H", "H", "H", "H", "H", "H"],
  "xyz": [[-2.3626, 1.3343, -1.5613], [0.0676, 0.6337, -1.3420], [-2.8313, 3.2708, 0.0437], [-0.1532, 2.1338, -3.1419], [0.0452, -0.9948, -2.1389], [-5.1955, 1.9871, -1.7282], [-3.5011, 1.6314, -4.0363], [0.1556, -2.0727, -2.5931], [-6.2263, 2.4978, -1.6888], [-3.8463, 1.9470, -5.0902], [2.6014, -2.1118, 1.3946], [1.9158, -0.9589, 2.0092], [2.2976, -0.5282, 3.3611], [1.0686, -0.2887, 1.2956], [0.3957, 0.0396, 0.3745], [3.3216, -2.4707, 2.1249], [3.1414, -1.8238, 0.4786], [1.9015, -2.9286, 1.1589], [2.6771, 0.5019, 3.3434], [1.4453, -0.5881, 4.0508], [3.0820, -1.2109, 3.6856]]
}

{
  "formula": "C45H69ClFN5O7",
  "method": "ωB97M-V/def2-TZVPD",
  "energy_ha": -3116.3684,
  "elements": ["H", "N", "C", "N", "N", "C", "C", "C", "C", "C", "C", "C", "C", "C", "Cl", "C", "C", "C", "O", "F", "C", "C", "C", "C", "C", "O", "C", "C", "C", "O", "C", "C", "N", "C", "C", "C", "C", "C", "N", "C", "C", "C", "C", "C", "O", "H", "H", "H", "H", "H", "H", "H", "H", "H", "H", "H", "H", "H", "H", "H", "H", "H", "H", "H", "H", "H", "H", "H", "H", "H", "H", "H", "H", "H", "H", "H", "H", "H", "H", "H", "H", "H", "H", "H", "H", "H", "H", "H", "H", "C", "C", "C", "O", "C", "H", "H", "H", "H", "H", "H", "H", "H", "C", "C", "C", "O", "C", "H", "H", "H", "H", "H", "H", "H", "H", "C", "C", "C", "O", "C", "H", "H", "H", "H", "H", "H", "H", "H"],
  "xyz": [[-0.6686, 5.3195, -2.6327], [-0.4107, 4.4090, -3.0318], [-0.3181, 4.5537, -4.2978], [-0.5292, 5.8477, -4.9694], [0.0459, 3.4227, -5.1357], [-1.1247, 2.4898, -5.1954], [-0.5211, 1.0073, -5.2926], [-0.0479, 0.4527, -3.8857], [-0.1402, -1.1556, -3.8848], [-0.8194, -1.7319, -2.5979], [-2.2811, -2.0838, -2.5223], [-3.1433, -1.8483, -3.8150], [-3.6569, -0.3492, -3.9598], [-4.1327, 0.3324, -2.6169], [-2.8440, 1.2563, -1.7249], [-2.8925, -2.6293, -1.2704], [-4.4165, -2.9954, -1.3480], [-4.4666, -4.4946, -1.8808], [-3.9764, -5.3845, -1.2637], [-5.0643, -4.7040, -3.1197], [-2.0817, -2.8128, -0.0208], [-2.8315, -3.3592, 1.2353], [-3.8960, -2.3613, 1.8738], [-3.8745, -2.3179, 3.4738], [-3.7027, -0.7869, 3.8680], [-4.1937, -0.4937, 5.1915], [-0.6462, -2.4756, -0.0947], [-0.0263, -1.9521, -1.3586], [1.4891, -1.6160, -1.2887], [2.2981, -1.7483, -2.1881], [2.0103, -1.1018, 0.1069], [3.1552, -0.0438, 0.0449], [2.8567, 0.9873, -1.0110], [1.4558, -1.5905, 1.2653], [1.9712, -1.1508, 2.6739], [0.8646, -1.0486, 3.7922], [-0.1429, 0.1448, 3.5564], [0.5285, 1.5729, 3.4676], [-0.3920, 2.4325, 2.6662], [-0.1020, 3.3783, 1.6843], [-1.3112, 4.0051, 1.1153], [-2.4550, 3.3280, 1.8339], [-1.7933, 2.3873, 2.7544], [0.2940, -2.6595, 1.1518], [0.2015, -3.5572, 1.9652], [0.1044, 5.8751, -5.7782], [-1.4970, 5.9173, -5.2927], [0.1922, 3.7117, -6.1109], [-1.7937, 2.5396, -4.2930], [-1.7787, 2.6744, -6.1087], [-1.3486, 0.3885, -5.7637], [0.3206, 0.9952, -6.0529], [-0.5680, 0.9278, -3.0150], [1.0454, 0.7325, -3.7904], [0.9062, -1.5271, -4.0433], [-0.7027, -1.4190, -4.8313], [-4.0628, -2.5071, -3.8497], [-2.5780, -2.1049, -4.7624], [-4.5730, -0.3909, -4.6309], [-2.9341, 0.3368, -4.4739], [-4.6217, -0.3571, -1.8832], [-4.9212, 1.0928, -2.9059], [-4.9596, -2.9462, -0.3707], [-5.0011, -2.3865, -2.0849], [-3.4151, -4.2659, 0.8819], [-2.1675, -3.7259, 2.0586], [-4.9340, -2.7375, 1.6064], [-3.8428, -1.3270, 1.4136], [-4.8939, -2.6070, 3.8776], [-3.0889, -2.9774, 3.9257], [-2.5958, -0.5867, 3.8555], [-4.1708, -0.0901, 3.1080], [-3.9693, 0.4467, 5.3322], [3.3216, 0.5283, 0.9886], [4.0941, -0.5682, -0.3085], [3.2345, 0.6834, -1.9135], [3.2803, 1.8815, -0.7394], [2.5492, -0.1919, 2.6850], [2.7003, -1.9548, 3.0114], [1.4186, -0.8894, 4.7723], [0.2865, -2.0081, 3.9451], [-0.8462, 0.1533, 4.4458], [-0.7388, -0.1051, 2.6245], [1.5318, 1.5925, 2.9727], [0.5651, 2.0035, 4.5111], [0.9148, 3.6644, 1.3371], [-1.3454, 4.7772, 0.3080], [-3.5398, 3.5149, 1.6662], [-2.4460, 1.7487, 3.3949], [6.8787, 2.6647, 1.9426], [7.6064, 1.3832, 1.5883], [6.7193, 0.3310, 2.2276], [5.3807, 0.8462, 2.2029], [5.4262, 2.2358, 1.8510], [7.1174, 3.5019, 1.2860], [7.1183, 2.9563, 2.9697], [7.6188, 1.2519, 0.5021], [8.6354, 1.3478, 1.9474], [6.9945, 0.1612, 3.2738], [6.7536, -0.6240, 1.6995], [5.0473, 2.3357, 0.8269], [4.7765, 2.8049, 2.5197], [3.1364, 6.2436, 4.9087], [1.7170, 6.3893, 4.3938], [1.4737, 5.0345, 3.7547], [2.2576, 4.0832, 4.4914], [3.1641, 4.7905, 5.3475], [3.3854, 6.9358, 5.7139], [3.8461, 6.4009, 4.0906], [1.0309, 6.5350, 5.2336], [1.5843, 7.2181, 3.6978], [1.8162, 5.0182, 2.7164], [0.4240, 4.7418, 3.7788], [2.8084, 4.6802, 6.3777], [4.1596, 4.3477, 5.2740], [-1.5717, -6.7369, -2.4550], [-0.8794, -8.0357, -2.8194], [0.1790, -7.5632, -3.8002], [0.5358, -6.2307, -3.4138], [-0.4138, -5.7553, -2.4486], [-2.1022, -6.7734, -1.5058], [-2.2876, -6.4658, -3.2369], [-0.4026, -8.4634, -1.9321], [-1.5476, -8.7868, -3.2426], [-0.2151, -7.5231, -4.8218], [1.0688, -8.1965, -3.7955], [0.0822, -5.7329, -1.4719], [-0.7216, -4.7390, -2.7054]]
}